(1)
Computed, not measured: a molecular structure, EuFHMgNO3S2, with the ωB97M-V functional and the def2-TZVPD basis.

Output
net charge = +1
LUMO energy (alpha / beta) = -5.8 / -5.8 eV
molar mass = 322.41 g/mol
2S+1 = 8
relative energy (zero: lowest compared OMol25 entry of this formula, charge and spin) = 75.76 kcal per mole

Geometry (Å):
1 Mg -0.9795 -2.3835 2.4505
2 N -0.6057 -0.7860 -0.3850
3 S 0.1909 -2.3038 0.1358
4 S -2.0624 -0.5086 0.1296
5 O -1.0069 3.2090 -1.0170
6 O -2.2936 -1.1660 1.4856
7 F -3.0055 -1.6068 -0.7933
8 Eu 0.2766 1.5720 -1.7143
9 O 0.1168 3.9529 -1.6753
10 H 0.5016 4.4707 -0.9566



(2)
Computed, not measured: 2 unconnected molecules or ions with the total composition C4H11OP, with the ωB97M-V functional and the def2-TZVPD basis.

Output
net charge = 0
LUMO energy (alpha / beta) = 0.8 / 0.8 eV
molar mass = 106.10 g/mol
relative energy (zero: lowest compared OMol25 entry of this formula, charge and spin) = 130.34 kcal per mole

Geometry (Å):
1 C -2.2900 -0.2535 0.0499
2 C 0.7296 1.2512 -0.9746
3 C -1.2998 -1.1448 0.6690
4 C 1.3241 0.4344 0.0918
5 O 1.6750 0.9761 1.3323
6 P 2.5955 -0.7878 -0.2160
7 H -2.4314 0.5311 0.6367
8 H -3.1337 -0.9033 -0.0229
9 H -1.8704 0.1683 -0.9871
10 H 0.0201 0.7042 -1.4200
11 H 1.5792 1.5139 -1.7253
12 H 0.1968 2.1415 -0.5615
13 H -1.1032 -2.0438 0.0900
14 H -1.3304 -1.1645 1.7116
15 H 1.2217 1.7897 1.3369
16 H 1.6669 -1.7837 -0.9788
17 H 2.4499 -1.4288 0.9679



- net charge of number 2 (C4H11OP)?
  0